(1)
{
  "formula": "C32H46Cl2F16N2O2",
  "method": "ωB97M-V with the def2-TZVPD basis set",
  "species": ["C", "C", "C", "C", "C", "C", "C", "C", "C", "C", "C", "C", "C", "C", "C", "C", "C", "N", "C", "C", "N", "C", "Cl", "C", "C", "Cl", "H", "H", "H", "H", "H", "H", "H", "H", "H", "H", "H", "H", "H", "H", "H", "H", "H", "H", "H", "H", "H", "H", "H", "H", "H", "H", "H", "H", "H", "H", "H", "H", "H", "H", "H", "H", "H", "H", "C", "C", "C", "F", "F", "F", "F", "O", "C", "C", "F", "F", "F", "F", "H", "H", "H", "H", "C", "C", "C", "F", "F", "F", "F", "O", "C", "C", "F", "F", "F", "F", "H", "H", "H", "H"],
  "positions_angstrom": [[3.733, 3.878, -3.047], [2.236, 4.353, -3.546], [1.020, 3.349, -3.006], [0.883, 3.382, -1.344], [0.891, 1.866, -0.673], [2.208, 1.713, 0.336], [2.050, 0.428, 1.356], [3.415, -0.476, 1.272], [3.338, -1.761, 0.257], [2.905, -3.089, 1.162], [2.563, -4.379, 0.182], [3.854, -4.881, -0.712], [3.414, -5.795, -2.038], [2.365, -4.938, -3.016], [2.555, -5.256, -4.613], [1.449, -4.543, -5.590], [-0.110, -4.711, -5.017], [-1.270, -4.812, -4.404], [1.707, -2.904, -5.800], [1.254, -2.032, -4.447], [0.804, -1.376, -3.398], [3.260, -2.551, -6.189], [4.122, -2.181, -4.548], [3.464, -1.208, -7.105], [2.462, -1.082, -8.396], [5.207, -1.341, -7.825], [3.928, 4.248, -1.949], [3.911, 2.720, -3.138], [4.531, 4.426, -3.743], [1.983, 5.434, -3.177], [2.207, 4.282, -4.722], [1.292, 2.262, -3.399], [-0.027, 3.719, -3.445], [-0.140, 3.875, -0.988], [1.804, 3.954, -0.856], [-0.092, 1.646, -0.065], [1.053, 1.065, -1.525], [3.137, 1.581, -0.398], [2.425, 2.725, 0.925], [1.968, 0.889, 2.454], [1.084, -0.170, 1.048], [3.629, -0.882, 2.360], [4.310, 0.215, 0.917], [4.426, -1.892, -0.206], [2.616, -1.623, -0.657], [3.799, -3.312, 1.888], [1.966, -2.830, 1.849], [2.204, -5.294, 0.856], [1.635, -4.037, -0.478], [4.555, -5.490, 0.034], [4.493, -3.941, -1.077], [4.427, -6.057, -2.580], [2.955, -6.806, -1.666], [2.558, -3.797, -2.725], [1.275, -5.192, -2.630], [3.685, -4.991, -4.890], [2.492, -6.443, -4.727], [1.465, -5.106, -6.638], [0.914, -2.588, -6.631], [3.828, -3.462, -6.671], [3.499, -0.245, -6.419], [2.715, -0.059, -8.952], [1.352, -0.928, -7.984], [2.531, -1.956, -9.171], [-3.258, -0.668, 4.830], [-2.593, 0.590, 4.251], [-2.074, 0.444, 2.825], [-1.118, -0.508, 2.722], [-1.503, 1.603, 2.402], [-1.613, 1.007, 5.097], [-3.537, 1.586, 4.261], [-2.437, -1.480, 5.674], [-1.605, -2.420, 4.996], [-0.110, -2.143, 5.193], [0.235, -0.912, 4.739], [0.649, -3.035, 4.501], [-1.966, -2.476, 3.691], [-1.920, -3.636, 5.521], [-4.060, -0.318, 5.492], [-3.775, -1.261, 4.066], [-2.883, 0.201, 2.130], [0.165, -2.203, 6.249], [-7.412, 3.717, 5.503], [-6.876, 3.686, 4.064], [-5.405, 4.057, 3.917], [-5.149, 5.319, 4.335], [-5.025, 4.004, 2.613], [-7.666, 4.465, 3.277], [-7.041, 2.406, 3.599], [-8.119, 4.899, 5.886], [-7.304, 5.982, 6.331], [-7.396, 7.210, 5.418], [-7.010, 6.922, 4.149], [-6.577, 8.206, 5.852], [-6.034, 5.544, 6.503], [-7.760, 6.299, 7.574], [-8.163, 2.920, 5.571], [-6.651, 3.436, 6.241], [-4.764, 3.370, 4.476], [-8.418, 7.597, 5.379]],
  "lowdin_charge": [-0.156, -0.270, -0.214, -0.203, -0.207, -0.223, -0.208, -0.229, -0.214, -0.211, -0.223, -0.217, -0.199, -0.222, -0.192, -0.228, -0.104, 0.090, -0.245, -0.147, 0.107, -0.579, 0.573, -0.661, -0.155, 0.487, 0.069, 0.077, 0.078, 0.107, 0.100, 0.101, 0.110, 0.112, 0.095, 0.097, 0.092, 0.108, 0.113, 0.118, 0.108, 0.108, 0.108, 0.105, 0.107, 0.112, 0.114, 0.116, 0.110, 0.118, 0.103, 0.108, 0.109, 0.080, 0.116, 0.110, 0.136, 0.155, 0.142, 0.120, 0.119, 0.099, 0.090, 0.095, -0.052, -0.419, -0.284, 0.076, 0.088, 0.129, 0.084, 0.032, -0.475, -0.263, 0.085, 0.090, 0.123, 0.138, 0.150, 0.148, 0.178, 0.176, -0.054, -0.427, -0.296, 0.086, 0.095, 0.125, 0.098, 0.031, -0.477, -0.265, 0.089, 0.094, 0.122, 0.136, 0.150, 0.147, 0.152, 0.176],
  "charge": 0,
  "smiles": "CCCCCCCCCCCCCCC[C@@H](C#N)[C@@H](C#N)[C@H](Cl)[C@H](C)Cl.FC(F)C(F)(F)COC(F)(F)C(F)F.FC(F)C(F)(F)COC(F)(F)C(F)F",
  "homo_lumo_gap_ev": 9.851,
  "largest_force_ev_per_a": 12.6
}

---

(2)
{
  "formula": "C32H46N11O2PdS",
  "method": "ωB97M-V with the def2-TZVPD basis set",
  "species": ["Pd", "N", "C", "C", "C", "N", "C", "C", "N", "C", "H", "H", "H", "H", "H", "H", "H", "H", "H", "H", "H", "H", "H", "H", "H", "H", "C", "N", "C", "N", "C", "N", "C", "C", "C", "C", "C", "C", "C", "N", "N", "C", "O", "C", "C", "C", "C", "C", "C", "N", "C", "N", "C", "N", "C", "H", "H", "H", "H", "H", "H", "H", "H", "H", "H", "H", "H", "H", "H", "H", "H", "C", "C", "C", "S", "O", "C", "C", "C", "H", "H", "H", "H", "H", "H", "H", "H", "H", "H", "H", "H", "H", "H"],
  "positions_angstrom": [[1.119, 1.217, -0.171], [3.793, 3.199, -1.717], [3.546, 4.598, -1.153], [3.629, 4.603, 0.369], [2.455, 3.950, 1.097], [2.555, 2.454, 1.082], [1.100, 4.416, 0.552], [0.983, 4.480, -0.973], [0.745, 3.116, -1.544], [2.201, 5.141, -1.618], [4.660, 2.795, -1.357], [3.888, 3.227, -2.734], [3.045, 2.533, -1.503], [4.352, 5.200, -1.566], [3.631, 5.654, 0.667], [4.587, 4.198, 0.716], [2.516, 4.281, 2.130], [2.155, 2.103, 1.950], [3.525, 2.155, 1.109], [0.882, 5.406, 0.957], [0.316, 3.762, 0.945], [0.129, 5.112, -1.209], [0.862, 3.124, -2.554], [-0.232, 2.882, -1.398], [2.176, 6.194, -1.332], [2.126, 5.129, -2.711], [-3.519, -1.102, -2.823], [-2.280, -0.811, -2.072], [-1.632, 0.333, -1.942], [-0.572, 0.157, -1.144], [-0.657, -1.176, -0.813], [-1.664, -1.787, -1.369], [-4.745, -1.164, -1.938], [-5.978, -0.802, -2.466], [-7.128, -0.957, -1.705], [-7.058, -1.459, -0.414], [-5.822, -1.797, 0.118], [-4.671, -1.657, -0.644], [-5.707, -2.334, 1.475], [-6.587, -2.923, 2.197], [-5.942, -3.280, 3.385], [-4.733, -2.866, 3.275], [-4.500, -2.250, 2.089], [-3.627, -2.953, 4.231], [-3.638, -3.903, 5.239], [-2.569, -3.970, 6.122], [-1.505, -3.089, 6.009], [-1.510, -2.118, 5.016], [-0.386, -1.101, 5.008], [-0.255, -0.378, 3.732], [0.627, -0.546, 2.760], [0.380, 0.332, 1.785], [-0.710, 1.023, 2.258], [-1.111, 0.624, 3.433], [-2.568, -2.059, 4.123], [-3.346, -2.056, -3.316], [-3.628, -0.336, -3.587], [-1.947, 1.251, -2.418], [0.036, -1.682, -0.164], [-6.050, -0.418, -3.479], [-8.088, -0.682, -2.124], [-7.950, -1.587, 0.187], [-3.729, -1.978, -0.222], [-4.477, -4.583, 5.322], [-2.562, -4.718, 6.904], [-0.681, -3.149, 6.713], [0.570, -1.576, 5.216], [-0.558, -0.335, 5.761], [1.401, -1.299, 2.772], [-1.216, 1.814, 1.722], [-2.615, -1.298, 3.355], [3.276, -3.906, -1.110], [4.223, -2.830, -0.579], [4.277, -1.587, -1.470], [2.650, -0.793, -1.542], [2.877, 0.758, -1.469], [2.077, -1.175, -3.223], [2.482, -0.135, -4.262], [3.957, -0.180, -4.659], [3.307, -4.793, -0.479], [3.556, -4.216, -2.121], [2.233, -3.567, -1.135], [5.235, -3.229, -0.515], [3.936, -2.534, 0.433], [4.582, -1.828, -2.488], [4.927, -0.807, -1.071], [0.994, -1.267, -3.137], [2.487, -2.165, -3.439], [2.223, 0.859, -3.890], [1.852, -0.314, -5.135], [4.612, 0.133, -3.841], [4.146, 0.480, -5.505], [4.251, -1.186, -4.966]],
  "mulliken_spin": [1.437, 0.004, 0.000, 0.004, -0.019, 0.134, 0.024, -0.015, 0.128, 0.003, 0.003, 0.000, -0.007, 0.000, 0.000, -0.001, 0.001, -0.002, -0.009, 0.001, -0.003, 0.004, -0.006, -0.002, 0.000, -0.001, 0.001, 0.002, -0.007, 0.104, -0.007, 0.005, 0.000, 0.000, 0.000, 0.000, 0.000, 0.000, 0.000, 0.000, 0.000, 0.000, 0.000, 0.000, 0.000, 0.000, 0.000, 0.000, 0.000, 0.001, 0.004, 0.052, -0.009, 0.004, 0.000, 0.000, 0.000, 0.001, 0.000, 0.000, 0.000, 0.000, 0.000, 0.000, 0.000, 0.000, 0.000, 0.000, 0.001, -0.008, 0.000, -0.001, 0.000, 0.007, 0.009, 0.159, 0.000, 0.002, 0.000, 0.000, 0.000, 0.001, 0.001, 0.000, 0.001, 0.001, 0.000, 0.001, -0.003, 0.000, 0.000, 0.000, 0.000],
  "charge": 3,
  "homo_lumo_gap_ev": [6.416, 3.446],
  "s_squared": 2.00,
  "largest_force_ev_per_a": 1.0,
  "spin_multiplicity": 3
}

---

no.,calculated total energy (eV)
1,-109517.11312
2,-68706.90974